This record from the OMol25 dataset describes a structure of composition C14H27F6GeNO7PdS2. The level of theory is ωB97M-V with the def2-TZVPD basis set.

Charge: -1
HOMO-LUMO gap (alpha / beta) in eV: 7.9 / 7.9
HOMO (alpha / beta) in eV: -5.09 / -5.07
2S+1: 2
⟨S²⟩: 0.752

XYZ file:
```
59
Properties=species:S:1:pos:R:3:forces:R:3
S -3.697 0.361 -1.830 -0.095 -0.093 0.360
H -1.705 -0.372 4.910 0.016 -0.001 -0.007
H 0.960 -2.501 -0.389 0.004 -0.016 -0.023
H 3.817 0.248 1.262 0.015 -0.021 -0.004
H -0.513 1.927 -2.226 -0.020 -0.010 0.000
O -1.449 -2.636 -0.891 0.010 -0.108 -0.015
H 3.842 -0.125 -0.469 0.001 -0.013 0.002
H 2.763 3.731 -1.801 -0.009 -0.001 0.003
Pd -0.807 -0.286 0.064 0.059 0.181 -0.116
H 0.924 2.494 -3.094 -0.003 -0.026 0.003
H -0.917 4.231 -1.291 0.012 0.016 0.002
H 0.442 1.828 4.416 -0.006 0.015 0.017
O -2.899 0.861 -2.903 0.088 0.087 -0.173
F -2.737 2.277 -0.276 0.003 -0.006 0.022
O -3.427 -2.566 -2.394 0.031 -0.041 -0.026
C -2.617 1.278 2.908 0.006 0.055 -0.011
F -4.621 1.430 0.389 -0.007 0.005 0.039
C 1.973 -2.103 -0.475 -0.047 0.053 -0.026
H 0.486 4.835 -2.198 0.002 -0.006 0.003
C -0.592 2.056 4.147 0.023 0.014 -0.071
H -1.495 -1.178 3.344 0.016 0.005 -0.003
O -5.031 -0.096 -2.070 0.022 -0.015 -0.063
H -0.603 3.006 3.608 0.004 -0.004 0.028
H 2.680 -2.931 -0.390 0.016 0.014 0.016
H 2.887 2.328 -0.730 -0.005 0.016 0.000
C 1.942 -1.668 1.978 0.082 0.008 0.001
H 0.890 -1.946 2.052 -0.024 0.002 0.014
O 0.320 2.538 0.203 -0.082 -0.008 -0.032
H -3.026 0.500 2.261 0.006 -0.034 -0.009
H 2.172 -0.959 2.778 -0.032 0.022 -0.013
H -2.657 2.224 2.367 -0.012 -0.007 0.026
S -2.781 -2.175 -1.181 -0.142 -0.062 -0.001
C 0.860 3.058 -0.996 0.036 -0.017 0.058
H -0.075 -0.633 4.253 -0.003 0.014 -0.012
F -5.063 -2.515 0.085 -0.007 0.013 -0.018
C 2.371 3.280 -0.887 0.013 -0.014 0.002
H 2.075 -1.650 -1.464 0.027 -0.002 0.017
O 1.331 0.030 0.353 -0.008 0.020 -0.011
F -4.566 2.742 -1.332 0.002 -0.047 0.017
H -3.237 1.349 3.806 -0.006 0.006 -0.016
C 0.162 4.391 -1.252 -0.030 0.003 -0.014
Ge 1.197 1.593 1.516 0.112 -0.046 0.045
F -3.322 -2.578 1.368 0.012 0.004 -0.033
H 1.044 1.131 -1.955 0.017 -0.012 0.013
H -1.174 2.169 5.065 -0.019 -0.020 -0.010
H 2.556 -2.560 2.126 -0.014 -0.005 0.011
F -3.761 -4.247 0.056 -0.028 0.024 0.029
C 2.218 -1.054 0.605 -0.025 -0.059 -0.005
H 2.598 3.939 -0.046 0.008 -0.001 -0.007
N -2.854 -0.623 -0.851 0.023 0.099 -0.058
H 4.366 -1.347 0.710 -0.003 0.014 -0.016
H 0.378 5.091 -0.442 -0.001 -0.016 0.005
C -3.797 -2.914 0.165 0.012 -0.046 0.038
C -1.173 0.951 3.265 0.060 -0.054 0.065
O -0.439 0.832 2.061 -0.137 0.065 0.016
C -3.901 1.784 -0.673 0.040 0.026 -0.073
C 3.652 -0.540 0.524 0.032 0.005 0.021
C 0.562 2.091 -2.143 0.008 0.037 -0.026
C -1.108 -0.390 3.994 -0.050 -0.015 0.016
```
Forces are in eV/Å.

This record from the OMol25 dataset describes a cluster of 2 separate species, C5H12N2 in total in a non-equilibrium geometry. The level of theory is ωB97M-V with the def2-TZVPD basis set.

Charge: 0
HOMO-LUMO gap in eV: 6.6
HOMO in eV: -8.46

XYZ file:
```
19
Properties=species:S:1:pos:R:3:forces:R:3
H 2.387 -0.912 -0.010 0.588 -2.077 -0.067
H 0.623 1.526 0.725 -0.149 0.064 1.078
H -2.786 -0.093 -0.844 -0.158 0.768 -0.531
C -1.254 1.408 0.098 -0.051 -0.153 -0.348
H 3.435 0.658 0.175 -0.012 0.302 -1.178
N -0.177 0.942 0.988 1.167 -0.110 -0.849
H 0.593 -1.028 1.407 -0.223 0.226 -0.171
C -0.877 -0.978 -0.251 -0.760 0.072 -0.363
H -0.894 1.860 -0.832 0.111 0.080 -0.044
H -0.583 -1.133 -1.296 -0.037 -0.101 -0.007
H 1.437 -2.286 -0.642 1.048 1.369 0.774
N 2.424 0.704 0.213 0.064 -1.066 0.995
C 0.287 -0.437 0.536 0.289 1.933 -0.171
H -1.258 -1.925 0.141 0.129 0.069 -0.148
H -2.389 -0.078 0.860 -0.457 -0.100 -0.289
H 1.280 -0.299 -1.417 0.790 0.493 0.012
C -1.991 0.119 -0.148 0.321 -1.728 1.847
H -1.822 2.157 0.660 -0.158 -0.130 -0.331
C 1.564 -0.207 -0.362 -2.501 0.087 -0.210
```
Forces are in eV/Å.

This record from the OMol25 dataset describes a structure of composition C22H22BrN3O2Re in a non-equilibrium geometry. The level of theory is ωB97M-V with the def2-TZVPD basis set.

Charge: +2
HOMO-LUMO gap (alpha / beta) in eV: 5.7 / 5.0
HOMO (alpha / beta) in eV: -13.59 / -13.59
2S+1: 2
⟨S²⟩: 0.783

XYZ file:
```
51
Properties=species:S:1:pos:R:3:forces:R:3
H 0.175 -8.508 2.639 -0.019 0.022 0.020
C -0.428 -2.676 0.497 -0.306 0.172 0.053
H -0.237 3.787 -0.842 -0.228 -0.144 -0.071
C -0.799 -5.012 1.328 0.077 -0.049 0.021
C -1.204 -3.760 0.766 0.003 -0.010 0.001
H -1.930 -8.214 1.380 0.010 0.012 0.018
H 3.323 -2.108 -0.560 -0.140 0.088 -0.216
O 3.727 0.752 -2.984 0.102 -0.008 -0.022
H 5.756 -0.753 0.769 -0.004 0.026 -0.035
H 1.565 -3.455 0.422 0.012 0.017 0.082
C -0.103 -7.527 2.279 0.026 -0.007 -0.010
H 7.963 -0.805 -0.316 -0.013 -0.012 -0.029
H 0.983 -4.328 2.356 -0.010 -0.044 0.017
C 1.068 0.228 3.586 0.052 -0.032 -0.192
H -2.571 -5.980 0.563 0.022 0.004 0.023
H 3.988 1.036 -3.870 -0.015 -0.049 0.096
H -2.259 -3.673 0.522 0.011 -0.007 0.042
C 0.554 3.615 1.987 0.085 0.509 0.897
N 1.576 -1.403 0.221 -0.110 -0.282 0.064
H 0.892 3.116 4.189 -0.023 0.099 -0.079
C 3.435 -0.017 -0.188 0.122 -0.412 0.075
H 2.088 -0.148 3.482 -0.002 0.019 -0.029
H -0.233 2.040 -0.970 -0.148 0.154 -0.070
H 0.445 4.689 1.971 0.049 -0.031 0.107
N 0.656 1.487 1.420 -0.322 -1.609 -1.121
C 5.853 -0.463 -0.273 -0.099 0.040 0.083
H 1.308 2.957 -1.054 0.042 0.101 -0.018
Re 0.664 0.345 -0.067 1.502 1.955 0.755
Br -1.358 -1.044 -0.002 -0.402 -0.411 -0.280
C 7.207 -0.068 -2.192 0.006 0.038 -0.087
C 0.857 1.480 2.805 -0.024 -0.034 0.105
N 2.939 -1.372 0.021 0.036 -0.072 0.274
C -1.647 -6.113 1.115 -0.015 -0.015 -0.052
C 7.093 -0.489 -0.873 0.048 -0.019 0.008
H 8.174 -0.064 -2.679 -0.035 0.007 0.005
C 0.381 -5.186 2.082 -0.066 0.079 -0.034
C 6.091 0.356 -2.891 0.178 -0.004 -0.110
H 1.613 -6.566 3.148 -0.023 -0.003 -0.011
C 4.839 0.364 -2.293 -0.176 -0.077 -0.167
C 0.720 -6.434 2.552 0.010 -0.019 -0.016
C -1.288 -7.365 1.570 0.001 -0.046 -0.004
C 0.966 -2.549 0.407 0.342 -0.187 -0.017
H 6.185 0.690 -3.919 0.019 -0.023 0.023
H 0.383 -0.563 3.266 -0.035 0.043 0.033
C 4.714 -0.048 -0.970 0.012 0.220 0.055
O 2.362 0.772 -0.735 -0.534 -0.633 -0.304
C 0.792 2.769 3.171 -0.077 0.700 0.189
C 0.491 2.810 0.938 -0.170 -0.303 -0.287
C 0.346 2.918 -0.547 0.372 -0.069 0.176
H 3.647 0.386 0.805 -0.125 0.293 0.029
H 0.893 0.417 4.642 -0.017 0.012 0.011
```
Forces are in eV/Å.

This record from the OMol25 dataset describes a cluster of 8 separate species, H18NO7 in total in a non-equilibrium geometry. The level of theory is ωB97M-V with the def2-TZVPD basis set.

Charge: +1
HOMO-LUMO gap in eV: 11.1
HOMO in eV: -14.02

XYZ file:
```
26
Properties=species:S:1:pos:R:3:forces:R:3
H 1.174 1.166 -0.792 0.479 0.101 0.091
H -1.099 -1.397 1.930 0.974 -0.648 0.895
H 2.333 -0.953 0.659 0.996 0.928 -1.196
H 0.259 0.423 0.403 0.329 -0.448 0.339
H 1.731 -1.553 1.769 -0.527 -0.726 0.686
N 0.259 0.826 -0.533 1.240 -0.793 0.959
H -2.557 -0.297 -2.689 -1.670 0.425 0.950
H -2.103 -1.222 0.916 -0.581 0.033 -0.485
H -3.497 2.236 0.154 -0.439 0.104 -0.106
H -0.387 1.553 -0.472 -1.771 1.865 -0.293
H 3.762 0.584 1.093 1.083 0.766 2.351
H -0.569 -1.657 -2.564 0.613 -0.762 0.295
O -1.617 -0.705 1.556 -0.341 0.706 -0.592
H 0.027 2.147 3.437 0.174 -0.112 -0.516
O 1.624 -1.556 0.818 -0.885 -0.290 0.685
O 0.136 -2.283 -2.270 -0.208 1.739 0.293
H 4.089 -0.365 -0.042 1.063 -0.753 -0.343
H -2.477 1.630 1.130 -0.123 0.604 -0.692
O -1.696 -0.453 -3.010 0.828 -0.528 -1.995
O 0.473 1.822 2.634 -0.233 0.038 0.237
O -2.564 2.232 0.354 0.821 -0.914 0.801
H 1.203 1.298 2.972 0.091 0.003 0.140
O 3.524 0.331 0.243 -1.799 0.241 -2.113
H -0.126 -3.116 -2.617 -0.190 -1.188 -0.371
H -0.018 0.113 -1.167 -0.483 -0.901 -0.909
H -1.894 -0.805 -3.915 0.561 0.512 0.890
```
Forces are in eV/Å.